Below is a molecular structure, C30H55BrHgN9O9P2SeSi, with properties calculated with ωB97M-V/def2-TZVPD.

The value obtained for the total energy is -8447.47155 hartree. The expectation value of S² is 0.756. Its multiplicity is 2. The value obtained for the molar mass is 1135.31 g mol⁻¹. The HOMO energy (alpha / beta) is -1.6 / -2.4 eV. For the orbital gap (alpha / beta), the calculation gives 5.369 / 6.256 eV. As for the strongest force on any atom: 0.33 eV Å⁻¹. As for the total charge: -2.

Last column: Löwdin charge in e.
CARTESIAN COORDINATES (ANGSTROEM)
Hg -0.2641 -0.6180 -0.5978  0.8901
C 1.8957 -5.6913 -2.0410  -0.0830
N 2.4237 -4.5560 -2.7884  -0.1567
C 2.8624 -4.9933 -4.1083  -0.1056
C 1.4787 -3.4493 -2.8994  -0.4693
O 0.6322 -3.3565 -1.7161  -0.0143
C 2.2774 -2.1810 -3.1288  -0.1295
O 1.4950 -1.0049 -3.0481  -0.1407
C 2.3728 0.1026 -3.1277  -0.1347
C 1.5634 1.3805 -2.9836  -0.3971
O 0.8145 1.5455 -2.0424  -0.0849
N 1.6493 2.3428 -3.9716  -0.1486
C 2.8139 2.5616 -4.7976  -0.0710
C 0.7876 3.4994 -3.8167  -0.0575
H 2.6927 -6.4311 -1.9445  0.0761
H 1.0369 -6.1671 -2.5388  0.0907
H 1.5921 -5.3798 -1.0467  0.0804
H 3.5553 -5.8275 -3.9821  0.0734
H 3.3984 -4.1960 -4.6250  0.0704
H 2.0228 -5.3134 -4.7391  0.0798
H 2.7253 -2.2446 -4.1305  0.1218
H 3.0674 -2.1494 -2.3759  0.1246
H 2.9050 0.0571 -4.0833  0.1039
H 3.0890 0.0641 -2.2982  0.1218
H 3.4736 1.7015 -4.7938  0.0701
H 3.3880 3.4256 -4.4394  0.0863
H 2.5162 2.7622 -5.8308  0.0830
H -0.1376 3.1954 -3.3330  0.0651
H 0.5690 3.9081 -4.8064  0.0816
H 1.2638 4.2820 -3.2113  0.0897
C -2.0452 4.6413 4.3917  -0.1249
N -2.5232 3.3677 3.9043  -0.3109
C -3.4111 2.6546 4.7982  -0.1157
P -1.7382 2.5642 2.6829  0.4487
O -2.3509 1.2492 2.4587  -0.2591
O -0.2229 2.4971 3.2161  -0.2714
P 1.0675 1.5770 2.8015  0.4693
O 1.0717 1.1602 1.3974  -0.2859
N 2.2638 2.6196 3.2274  -0.2929
C 3.5850 2.4842 2.6192  -0.0837
C 2.1996 3.5359 4.3438  -0.1268
N 1.0337 0.3072 3.8450  -0.2722
C 1.3965 0.4557 5.2371  -0.1192
C 0.0040 -0.7066 3.6015  -0.0864
N -1.6887 3.6892 1.4711  -0.2848
C -2.9932 3.8908 0.8218  -0.1123
C -0.5899 3.7437 0.4942  -0.0934
H -2.8859 5.3165 4.5866  0.0758
H -1.4016 5.1057 3.6466  0.0739
H -1.4775 4.5305 5.3263  0.0757
H -4.3156 3.2453 4.9793  0.0753
H -2.9374 2.4574 5.7699  0.0778
H -3.6902 1.7057 4.3474  0.0709
H 3.5940 1.7128 1.8511  0.0583
H 4.3247 2.1934 3.3726  0.0753
H 3.8827 3.4430 2.1802  0.0811
H 1.1952 3.5760 4.7603  0.0650
H 2.4717 4.5454 4.0144  0.0809
H 2.8991 3.2462 5.1379  0.0746
H 2.2919 1.0662 5.3384  0.0582
H 1.6303 -0.5323 5.6401  0.0780
H 0.5848 0.8919 5.8414  0.0815
H -0.2262 -0.7651 2.5394  0.0598
H -0.9234 -0.4699 4.1372  0.0806
H 0.3815 -1.6769 3.9259  0.0690
H -3.7930 3.8357 1.5617  0.0730
H -3.1683 3.1446 0.0416  0.0364
H -3.0069 4.8877 0.3713  0.0771
H 0.3737 3.6685 0.9854  0.0628
H -0.6477 4.7144 -0.0080  0.0806
H -0.6563 2.9570 -0.2575  0.0358
Br 4.7304 -1.2260 4.0769  0.7094
C 3.3786 -2.2072 3.1347  -0.5899
C 2.7635 -3.1910 3.9037  -0.1902
C 1.7413 -3.9592 3.3672  -0.1201
C 1.3306 -3.7306 2.0619  -0.0775
C 1.9702 -2.7598 1.3110  -0.0360
C 3.0118 -1.9728 1.8084  -0.1315
C 3.6270 -0.9442 0.8208  -0.6629
O 4.5695 -0.2445 1.2383  -0.0992
O 3.1069 -0.9445 -0.3154  -0.0593
H 3.0890 -3.3421 4.9246  0.0748
H 1.2606 -4.7154 3.9775  0.0925
H 0.5053 -4.2803 1.6251  0.0988
H 1.6683 -2.5792 0.2892  0.0668
C -5.4286 1.6871 -2.5359  -0.2569
Si -4.0632 0.4577 -2.9862  0.0075
C -3.8320 0.5734 -4.8534  -0.2481
C -4.7296 -1.2560 -2.6434  -0.2324
Se -2.1944 1.0088 -1.9081  0.2420
H -6.3252 1.5479 -3.1518  0.0134
H -5.0698 2.7120 -2.6685  0.0100
H -5.7035 1.5648 -1.4843  0.0158
H -4.7901 0.5018 -5.3824  0.0157
H -3.1876 -0.2427 -5.1924  0.0256
H -3.3484 1.5158 -5.1244  0.0111
H -5.6214 -1.4602 -3.2471  0.0271
H -4.9809 -1.3703 -1.5862  0.0224
H -3.9690 -1.9940 -2.9038  0.0029
N -3.5190 -4.0370 -0.6564  0.1333
C -2.2046 -3.6620 -0.9117  -0.5462
O -1.5332 -3.2097 0.0198  -0.0734
C -1.7207 -3.8756 -2.2546  -0.1350
C -2.5978 -4.3712 -3.2466  -0.2794
N -3.3528 -4.8039 -4.0120  0.0981
C -0.3718 -3.6445 -2.6281  -0.3507
N 0.3002 -3.7066 -3.7400  0.1999
H -3.8790 -3.5723 0.1609  0.0886
H -4.1495 -4.0664 -1.4415  0.0608